[1]
# C4H8N2O

A 2-piece molecular cluster, C4H8N2O overall (ωB97M-V/def2-TZVPD, the OMol25 dataset).

**SMILES string**: Cc1cnc[nH]1.O
**Relative energy (zero: lowest compared OMol25 entry of this formula, charge and spin)**: 1.4155 eV
**HOMO energy**: -8.83 eV
**Gap between HOMO and LUMO**: 9.53 eV
**Strongest force on any atom**: 2.667 eV/A
**Calculated total energy**: -341.95162 Ha

ORCA input file:
```
! RIJCOSX wB97M-V def2-TZVPD def2/J DEFGRID3
* xyz 0 1
C 1.8871 1.2673 0.9157
C 0.8233 0.5819 0.1073
C 0.8611 -0.6120 -0.6358
N -0.3197 -0.7965 -1.3731
C -1.0115 0.3120 -1.1543
N -0.3556 1.1564 -0.3116
H 1.4474 1.7822 1.8085
H 2.6891 0.4613 1.2171
H 2.4456 2.0735 0.3545
H 1.7131 -1.3281 -0.6957
H -1.9663 0.6357 -1.4218
H -0.8546 1.9836 -0.0638
O -1.5873 -1.7868 1.6060
H -2.5051 -1.5575 1.4131
H -0.9047 -1.5714 0.9357
*
```

***

[2]
# C13H28NO3P

One molecule with the formula C13H28NO3P (ωB97M-V/def2-TZVPD, the OMol25 dataset).

**SMILES string**: CCN(CC)CCO[P@](C)(=O)OC1CCCCC1
**HOMO energy**: -7.85 eV
**Gap between HOMO and LUMO**: 8.66 eV
**Strongest force on any atom**: 3.432 eV/A
**Calculated total energy**: -1134.03209 Ha

ORCA input file:
```
! RIJCOSX wB97M-V def2-TZVPD def2/J DEFGRID3
* xyz 0 1
C -0.9328 4.2734 -0.5129
C -0.3950 2.8707 -0.3548
N -0.1417 2.5912 1.0760
C 1.2664 2.4348 1.4916
C 1.9398 1.1563 1.0782
C -1.2734 2.2443 1.9411
C -1.3605 0.7420 2.2080
O -1.3618 -0.0406 1.0108
P -1.5128 -1.6386 1.3073
C -3.2131 -1.9724 1.6448
O -0.6881 -1.9954 2.4978
O -1.0216 -2.5339 0.0328
C 0.1670 -2.0659 -0.6109
C 1.0747 -3.2888 -0.8344
C 2.3458 -2.8689 -1.6181
C 1.9852 -2.1038 -2.8929
C 1.0301 -0.9354 -2.6986
C -0.2332 -1.3897 -1.9334
H -1.8527 4.3256 0.0421
H -0.2605 5.0578 -0.1553
H -1.1630 4.5309 -1.5577
H 0.5382 2.7623 -0.9372
H -1.0891 2.1522 -0.7956
H 1.3897 2.5140 2.5865
H 1.8050 3.2992 1.0700
H 1.6014 0.3281 1.6918
H 1.7602 0.9681 -0.0027
H 2.9963 1.2683 1.2351
H -2.1616 2.5974 1.4784
H -1.1986 2.7908 2.8647
H -0.5524 0.4749 2.8660
H -2.2598 0.5109 2.7915
H -3.3686 -2.0166 2.7022
H -3.5569 -2.8872 1.1630
H -3.7789 -1.1220 1.2595
H 0.7470 -1.3627 0.0102
H 0.5220 -4.0441 -1.3969
H 1.3432 -3.7258 0.1613
H 2.9738 -2.2482 -0.9639
H 2.8976 -3.7523 -1.8493
H 2.8981 -1.7426 -3.4404
H 1.4924 -2.8196 -3.5512
H 1.5476 -0.1403 -2.1410
H 0.7197 -0.5405 -3.6574
H -0.7300 -2.0858 -2.5916
H -0.9352 -0.5722 -1.7145
*
```

***

[3]
# C42H71NO37S9

A 10-piece molecular cluster, C42H71NO37S9 overall (ωB97M-V/def2-TZVPD, the OMol25 dataset).

**SMILES string**: CCC[C@@H](C)[C@](CC)(CN)O[C@@H](CCc1ccccc1)c1ccccc1.O=S1(=O)OCCO1.O=S1(=O)OCCO1.O=S1(=O)OCCO1.O=S1(=O)OCCO1.O=S1(=O)OCCO1.O=S1(=O)OCCO1.O=S1(=O)OCCO1.O=S1(=O)OCCO1.O=S1(=O)OCCO1
**Relative energy (zero: lowest compared OMol25 entry of this formula, charge and spin)**: 9.5488 eV
**HOMO energy**: -8.01 eV
**Gap between HOMO and LUMO**: 7.84 eV
**Strongest force on any atom**: 6.472 eV/A
**Calculated total energy**: -8064.54854 Ha

ORCA input file:
```
! RIJCOSX wB97M-V def2-TZVPD def2/J DEFGRID3
* xyz 0 1
C -4.8629 5.2800 -1.0250
C -3.3701 5.1516 -1.6405
C -2.1800 5.6073 -0.6477
C -1.6418 4.4796 0.3663
C -2.8404 4.1156 1.3769
C -0.9663 3.1695 -0.3691
C 0.2751 2.7547 0.6106
C -0.1772 2.1966 2.0571
C -0.3287 3.6495 -1.7700
N 0.6562 2.7354 -2.4031
O -2.0233 2.1831 -0.4559
C -1.5767 0.8642 -0.8211
C -1.9366 -0.2493 0.3322
C -3.5207 -0.1876 0.7661
C -3.5547 -0.4358 2.3727
C -3.6909 0.8161 3.3219
C -3.6752 0.5899 4.8805
C -3.5534 -0.8829 5.4238
C -3.4095 -2.1387 4.4546
C -3.4247 -1.9154 2.8961
C -2.4094 0.3573 -2.1390
C -2.0081 -1.0228 -2.8571
C -2.8256 -1.5238 -4.1437
C -4.0159 -0.6842 -4.7954
C -4.4074 0.6636 -4.0960
C -3.6106 1.1295 -2.7814
H -5.6369 5.4781 -1.8760
H -4.9656 6.0288 -0.1615
H -5.1394 4.2282 -0.6121
H -3.3371 5.8965 -2.5414
H -3.1915 4.1113 -2.0982
H -1.3419 6.1471 -1.2548
H -2.6324 6.4532 0.0212
H -0.8036 4.9706 1.0106
H -3.7315 3.5540 0.8818
H -2.5318 3.5700 2.3371
H -3.2956 5.1350 1.7239
H 0.9362 3.6985 0.7293
H 0.9477 1.9242 0.1373
H -0.1103 3.0739 2.8173
H -1.2639 1.8294 2.0723
H 0.5895 1.3809 2.3579
H -1.1062 3.9232 -2.5874
H 0.2356 4.6479 -1.5487
H 0.2459 1.8773 -2.7939
H 1.5072 2.5695 -1.8447
H -0.4720 0.7550 -1.1013
H -1.2219 -0.2140 1.2291
H -1.8064 -1.3119 -0.1361
H -4.0862 -1.0405 0.2088
H -3.9762 0.8416 0.5382
H -3.7990 1.8757 2.9004
H -3.7498 1.4786 5.5988
H -3.5305 -1.0726 6.5683
H -3.2881 -3.2263 4.8435
H -3.3103 -2.7545 2.1181
H -1.1712 -1.7078 -2.4773
H -2.5939 -2.5322 -4.6739
H -4.6022 -0.9948 -5.7283
H -5.2558 1.3591 -4.4763
H -3.9632 2.1026 -2.2905
O 0.2624 7.6260 2.1179
S -0.8386 7.3617 2.9991
O -1.0895 6.0698 3.5674
O -2.1989 7.8849 2.2810
C -2.8318 8.8602 3.1092
C -1.7045 9.5149 3.8954
O -0.8012 8.4537 4.2021
H -3.5280 8.3417 3.7750
H -3.3812 9.5792 2.4994
H -2.0584 9.9954 4.8083
H -1.1699 10.2473 3.2829
O 3.4875 2.2379 -1.9086
S 4.1922 0.9937 -1.7897
O 4.9113 0.6146 -0.6071
O 5.1817 0.8481 -3.0684
C 4.8590 -0.3432 -3.7899
C 3.3764 -0.5763 -3.5395
O 3.1679 -0.2063 -2.1748
H 5.4620 -1.1609 -3.3837
H 5.0834 -0.2200 -4.8504
H 3.0836 -1.6130 -3.7062
H 2.7630 0.0793 -4.1653
O 1.8973 -5.6254 -5.5490
S 1.9154 -4.6047 -4.5424
O 2.1393 -3.2199 -4.8378
O 2.9553 -5.0552 -3.3792
C 2.2699 -5.1296 -2.1291
C 0.8270 -5.4677 -2.4778
O 0.5516 -4.7278 -3.6674
H 2.3401 -4.1519 -1.6440
H 2.7273 -5.8855 -1.4886
H 0.1316 -5.1934 -1.6836
H 0.7149 -6.5318 -2.7072
O -4.2374 0.6221 8.3086
S -3.6270 -0.4291 9.0737
O -2.7978 -1.4438 8.4865
O -4.7827 -1.1551 9.9548
C -4.4537 -1.0677 11.3403
C -3.6276 0.2034 11.4800
O -2.8143 0.2471 10.3089
H -3.8665 -1.9512 11.6075
H -5.3611 -1.0387 11.9461
H -3.0093 0.2010 12.3786
H -4.2668 1.0916 11.4810
O 1.8569 1.3950 -6.2848
S 0.6052 1.4710 -6.9848
O 0.4488 1.0527 -8.3471
O 0.0342 2.9841 -6.8373
C -1.2509 2.9509 -6.2155
C -1.2428 1.7090 -5.3358
O -0.5254 0.7280 -6.0863
H -2.0077 2.8724 -7.0018
H -1.4195 3.8627 -5.6400
H -2.2455 1.3567 -5.0992
H -0.6950 1.8893 -4.4067
O 6.6207 -4.1994 0.0241
S 5.5260 -4.4555 0.9179
O 5.2782 -5.7428 1.4972
O 4.1617 -3.9352 0.2062
C 3.5367 -2.9510 1.0329
C 4.6717 -2.2934 1.8042
O 5.5761 -3.3560 2.1111
H 2.8446 -3.4630 1.7080
H 2.9839 -2.2347 0.4222
H 4.3268 -1.8052 2.7164
H 5.2027 -1.5668 1.1817
O 7.2456 -5.3022 -6.2178
S 8.1170 -5.1072 -5.0934
O 9.4872 -4.7069 -5.2305
O 8.0568 -6.4415 -4.1697
C 7.6248 -6.0926 -2.8534
C 6.7496 -4.8607 -3.0302
O 7.3877 -4.0953 -4.0536
H 8.5103 -5.8649 -2.2531
H 7.0820 -6.9224 -2.3977
H 6.6606 -4.2787 -2.1121
H 5.7509 -5.1338 -3.3858
O -5.9836 0.8839 9.0084
S -7.2303 0.9669 8.2990
O -7.3799 0.5400 6.9395
O -7.7899 2.4881 8.4301
C -9.0800 2.4717 9.0408
C -9.0915 1.2358 9.9305
O -8.3803 0.2419 9.1949
H -9.8307 2.3942 8.2489
H -9.2444 3.3897 9.6076
H -10.1028 0.8963 10.1578
H -8.5502 1.4170 10.8644
O 12.0315 -9.0537 -9.3144
S 10.9385 -9.3078 -8.4198
O 10.6900 -10.5954 -7.8402
O 9.5729 -8.7851 -9.1274
C 8.9516 -7.8016 -8.2988
C 10.0890 -7.1458 -7.5291
O 10.9925 -8.2086 -7.2247
H 8.2607 -8.3131 -7.6223
H 8.3983 -7.0847 -8.9075
H 9.7463 -6.6582 -6.6166
H 10.6196 -6.4194 -8.1520
*
```

***

[4]
# C3H14N2O2

A 3-piece molecular cluster, C3H14N2O2 overall (ωB97M-V/def2-TZVPD, the OMol25 dataset).

**Relative energy (zero: lowest compared OMol25 entry of this formula, charge and spin)**: 0.6188 eV
**Expectation value of S²**: 0.750
**HOMO energy (alpha / beta)**: 1.26 / -6.19 eV
**Gap between HOMO and LUMO (alpha / beta)**: 1.84 / 9.65 eV
**Strongest force on any atom**: 2.148 eV/A
**Calculated total energy**: -382.62472 Ha

ORCA input file:
```
! RIJCOSX wB97M-V def2-TZVPD def2/J DEFGRID3
* xyz -1 2
N -2.3085 -0.0584 0.0822
C -1.2293 -0.7121 -0.6390
C -0.8808 -2.1374 -0.1007
C 0.0288 0.1276 -0.7681
N -0.1050 1.2947 -1.6478
H -1.9452 0.1810 0.9998
H -3.0833 -0.6932 0.1921
H -1.5129 -0.9798 -1.6642
H 0.0660 -2.4574 -0.5362
H -1.6319 -2.9151 -0.2717
H -0.6545 -2.0676 0.9733
H 0.4239 0.4342 0.1986
H 0.8100 -0.5019 -1.1931
H -0.5582 0.9637 -2.4945
H -0.6738 1.9896 -1.1803
H -1.7911 4.1352 5.1628
H -0.5406 3.3991 4.6724
O -1.4792 3.5176 4.4817
H 6.3848 -1.5449 -1.9874
H 4.9838 -0.9145 -1.8208
O 5.6972 -1.0605 -2.4591
*
```

***

[5]
# C23H40CaIN4SSi3

C23H40CaIN4SSi3 as an isolated structure (ωB97M-V/def2-TZVPD, the OMol25 dataset).

**Relative energy (zero: lowest compared OMol25 entry of this formula, charge and spin)**: 0.0000 eV
**HOMO energy**: -10.14 eV
**Gap between HOMO and LUMO**: 7.43 eV
**Strongest force on any atom**: 0.634 eV/A
**Calculated total energy**: -3361.42219 Ha

ORCA input file:
```
! RIJCOSX wB97M-V def2-TZVPD def2/J DEFGRID3
* xyz 1 1
Ca 0.2475 0.0780 -0.5867
C -4.1177 -0.2285 -0.7019
Si -3.1387 1.3846 -0.6385
C -4.3512 2.6980 -0.0509
C -2.7992 1.7317 -2.4634
C -1.6069 1.2685 0.3962
Si -1.8814 0.2947 1.9347
C -3.3875 0.7657 2.9502
C -0.4187 0.4172 3.1290
C -2.0980 -1.5633 1.5364
Si -0.8325 2.8860 0.6954
C -0.8817 4.0759 -0.7614
C -1.4156 3.8426 2.2007
C 1.0840 2.7078 0.9082
C 1.8215 3.6079 1.6751
C 3.2028 3.5451 1.7082
C 3.8482 2.5799 0.9522
C 3.0712 1.7159 0.2083
N 1.7361 1.7634 0.1818
H -5.0159 -0.0582 -1.2997
H -4.4446 -0.5999 0.2684
H -3.5624 -1.0336 -1.1921
H -5.2534 2.7063 -0.6661
H -3.9267 3.7029 -0.0935
H -4.6556 2.5194 0.9815
H -3.7453 1.7260 -3.0096
H -2.1921 0.9363 -2.9015
H -2.3072 2.6827 -2.6640
H -3.3565 1.8189 3.2326
H -3.4240 0.1759 3.8693
H -4.3227 0.5920 2.4162
H -0.5338 1.2738 3.7955
H 0.5624 0.5179 2.6590
H -0.3776 -0.4759 3.7561
H -3.0801 -1.9180 1.8544
H -1.3384 -2.1548 2.0501
H -2.0683 -1.7520 0.4581
H -1.8885 4.3958 -1.0287
H -0.4189 3.6577 -1.6587
H -0.3137 4.9700 -0.4919
H -2.5040 3.9236 2.1712
H -1.0179 4.8596 2.2099
H -1.1464 3.3677 3.1443
H 1.3012 4.3594 2.2530
H 3.7725 4.2402 2.3114
H 4.9252 2.4943 0.9401
H 3.5311 0.9439 -0.3989
C 3.4622 -4.2505 0.3844
N 2.0462 -4.2819 0.1000
C 1.4505 -5.3650 -0.6776
C -0.0456 -5.0579 -0.5738
N -0.0340 -3.6395 -0.2004
C 1.1736 -3.3015 0.3187
S 1.4952 -1.8347 1.1186
H 4.0360 -4.2281 -0.5447
H 3.7403 -5.1392 0.9511
H 3.6817 -3.3672 0.9779
H 1.7139 -6.3326 -0.2518
H 1.8141 -5.3268 -1.7086
H -0.5263 -5.6523 0.2061
H -0.5704 -5.2146 -1.5132
H -0.8383 -3.2350 0.2581
I 0.3096 0.0977 -4.0045
C 2.0851 -0.8114 -3.4379
C 2.9976 -1.2344 -4.3924
C 4.1758 -1.8015 -3.9400
C 4.3831 -1.9187 -2.5724
C 3.4009 -1.4746 -1.7098
N 2.2511 -0.9236 -2.1278
H 2.7889 -1.1162 -5.4452
H 4.9252 -2.1409 -4.6419
H 5.2953 -2.3424 -2.1776
H 3.5079 -1.5499 -0.6350
*
```

***

[6]
# C10H14O4

One molecule with the formula C10H14O4 (ωB97M-V/def2-TZVPD, the OMol25 dataset).

**SMILES string**: COc1ccccc1OC[C@@H](O)CO
**Relative energy (zero: lowest compared OMol25 entry of this formula, charge and spin)**: 1.1155 eV
**HOMO energy**: -8.83 eV
**Gap between HOMO and LUMO**: 9.61 eV
**Strongest force on any atom**: 1.743 eV/A
**Calculated total energy**: -690.35189 Ha

ORCA input file:
```
! RIJCOSX wB97M-V def2-TZVPD def2/J DEFGRID3
* xyz 0 1
C 1.4550 2.7009 0.6131
O 1.3787 1.8771 -0.5333
C 1.7009 0.5578 -0.2703
C 2.8711 0.0197 -0.7578
C 3.2172 -1.3171 -0.5158
C 2.3472 -2.1188 0.2117
C 1.1369 -1.5874 0.6950
C 0.8173 -0.2602 0.4252
O -0.3821 0.2588 0.8522
C -1.3049 0.6841 -0.1121
C -2.6794 0.1781 0.1709
O -3.6202 1.0541 -0.4591
C -2.9146 -1.1659 -0.4436
O -1.9815 -2.0464 0.1084
H 0.7364 2.4007 1.3840
H 2.4683 2.7038 1.0036
H 1.2365 3.7310 0.2948
H 3.5283 0.6625 -1.3060
H 4.1947 -1.6409 -0.8338
H 2.6482 -3.1365 0.5271
H 0.4627 -2.3039 1.1945
H -1.0068 0.3926 -1.1351
H -1.3474 1.7652 -0.1047
H -2.8751 0.1374 1.2594
H -3.4548 1.9173 -0.0364
H -3.9573 -1.5227 -0.2374
H -2.8216 -1.0900 -1.5501
H -1.8536 -2.8512 -0.4446
*
```

***

[7]
# C4H6O3S

C4H6O3S as an isolated structure (ωB97M-V/def2-TZVPD, the OMol25 dataset).

**Relative energy (zero: lowest compared OMol25 entry of this formula, charge and spin)**: 2.2755 eV
**HOMO energy**: -10.50 eV
**Gap between HOMO and LUMO**: 10.66 eV
**Strongest force on any atom**: 4.253 eV/A
**Calculated total energy**: -779.84666 Ha

ORCA input file:
```
! RIJCOSX wB97M-V def2-TZVPD def2/J DEFGRID3
* xyz 0 1
C -0.5963 1.9044 -0.1565
C 1.1896 0.0653 0.0439
C 0.6947 -1.4322 -0.2004
C -0.1051 0.6277 0.5287
O -1.3087 2.7669 0.3083
O -1.8260 -0.6103 -1.1905
O -1.5750 -1.5932 1.0893
S -1.0002 -0.8403 -0.0159
H -0.2037 1.9992 -1.1841
H 2.0209 0.1023 0.6350
H 1.1850 0.4024 -0.9925
H 1.0233 -1.9316 -1.0495
H 0.7920 -2.2125 0.5721
H -0.2906 0.7518 1.6121
*
```

***

[8]
# AgCl4

AgCl4 as an isolated structure (ωB97M-V/def2-TZVPD, the OMol25 dataset).

**Relative energy (zero: lowest compared OMol25 entry of this formula, charge and spin)**: 0.0652 eV
**HOMO energy**: 1.56 eV
**Gap between HOMO and LUMO**: 7.21 eV
**Strongest force on any atom**: 0.222 eV/A
**Calculated total energy**: -1987.74888 Ha

ORCA input file:
```
! RIJCOSX wB97M-V def2-TZVPD def2/J DEFGRID3
* xyz -3 1
Ag -9.1594 -11.8324 8.7534
Cl -8.8503 -11.6782 5.8872
Cl -11.5290 -10.3649 9.5512
Cl -6.3711 -10.9901 9.2447
Cl -9.8191 -14.4235 9.7083
*
```